Record 1
Formula: C3H3ClO2S
Source: the Open Molecules 2025 dataset
Level of theory: wB97M-V/def2-TZVPD

## Properties
LUMO level: -0.0036 Eh
HOMO energy: -9.9 eV
Energy above the lowest of the compared OMol25 structures with the same formula, charge and spin: 2.510 eV

The geometry in ORCA input format:
```
! wB97M-V def2-TZVPD RIJCOSX def2/J DEFGRID3
* xyz 0 1
C -0.32 -0.63 0.82
C -1.06 -0.02 -0.04
C -1.89 0.72 -0.68
O 3.21 -1.22 -0.18
O 0.94 -1.13 0.64
S 1.93 -0.64 -0.61
Cl 2.29 1.38 -0.25
H -0.60 -0.56 1.87
H -1.71 1.77 -0.44
H -2.81 0.35 -1.14
*
```

Record 2
Formula: C3H8N4O2
Source: the Open Molecules 2025 dataset
Level of theory: wB97M-V/def2-TZVPD

## Properties
LUMO level: 0.0337 Eh
HOMO energy: -10.1 eV
Energy above the lowest of the compared OMol25 structures with the same formula, charge and spin: 2.688 eV

The geometry in ORCA input format:
```
! wB97M-V def2-TZVPD RIJCOSX def2/J DEFGRID3
* xyz 0 1
C 0.26 0.14 1.24
C 0.38 0.85 -0.14
C -0.28 0.08 -1.28
N 4.01 2.36 0.60
N 4.36 1.44 0.11
N 4.07 -1.61 -0.13
N 3.50 -0.88 0.47
O 4.60 -2.43 -0.77
O -0.37 0.90 -2.41
H -0.69 -0.13 1.54
H 1.01 -0.63 1.36
H 0.46 0.96 1.91
H 1.43 0.97 -0.22
H 0.00 1.85 -0.04
H 0.18 -0.94 -1.35
H -1.29 -0.33 -0.85
H -0.16 1.77 -1.99
*
```

Record 3
Formula: C2H7IN3
Source: the Open Molecules 2025 dataset
Level of theory: wB97M-V/def2-TZVPD

## Properties
LUMO level: -0.2836 Eh
HOMO energy: -13.7 eV
Energy above the lowest of the compared OMol25 structures with the same formula, charge and spin: 3.295 eV

The geometry in ORCA input format:
```
! wB97M-V def2-TZVPD RIJCOSX def2/J DEFGRID3
* xyz 1 1
C 0.51 0.16 0.03
C 1.87 -0.46 -0.40
N -0.30 -0.79 0.28
N 0.30 1.48 -0.14
N -1.47 -0.88 0.73
I -3.90 0.60 0.08
H 1.90 -0.24 -1.44
H 2.10 -1.51 -0.13
H 2.61 0.13 -0.04
H 0.90 1.96 -0.73
H -0.64 1.65 -0.25
H -2.21 -1.46 0.34
H -1.68 -0.64 1.66
*
```

Record 4
Formula: C6H3N
Source: the Open Molecules 2025 dataset
Level of theory: wB97M-V/def2-TZVPD

## Properties
LUMO level (spin up / spin down): -0.0683 / -0.0473 Eh
HOMO energy (spin up / spin down): -9.2 / -9.4 eV
Energy above the lowest of the compared OMol25 structures with the same formula, charge and spin: 4.559 eV

The geometry in ORCA input format:
```
! wB97M-V def2-TZVPD RIJCOSX def2/J DEFGRID3
* xyz 0 1
C 1.92 -0.32 0.40
C 2.01 0.16 -0.88
C 1.28 0.19 1.44
C -0.48 0.37 0.26
C -1.71 0.38 -0.26
C 0.75 -0.57 -0.54
N 0.12 0.65 1.45
H -2.51 0.76 0.37
H -1.98 -0.03 -1.19
H 0.61 -1.57 -1.05
*
```

Record 5
Formula: C26H52O14
Source: the Open Molecules 2025 dataset
Level of theory: wB97M-V/def2-TZVPD

## Properties
LUMO level: 0.0177 Eh
HOMO energy: -8.7 eV
Energy above the lowest of the compared OMol25 structures with the same formula, charge and spin: 0.000 eV

The geometry in ORCA input format:
```
! wB97M-V def2-TZVPD RIJCOSX def2/J DEFGRID3
* xyz 0 1
C -3.77 -14.36 6.00
O -3.65 -15.71 6.37
C -3.18 -15.88 7.63
C -2.62 -17.23 7.81
O -1.49 -17.37 7.00
C -0.66 -18.47 7.17
H -2.78 -13.88 5.94
H -4.39 -13.77 6.70
H -4.26 -14.35 5.03
H -4.02 -15.79 8.37
H -2.46 -15.10 7.99
H -3.35 -18.02 7.60
H -2.34 -17.26 8.87
H -1.25 -19.37 7.36
H 0.06 -18.32 7.99
H -0.09 -18.61 6.25
C -0.08 -21.05 12.08
O 0.42 -21.15 13.42
C -0.56 -21.53 14.38
C -0.80 -23.02 14.49
O 0.22 -23.73 15.11
C 1.25 -24.11 14.24
H -1.06 -20.54 12.05
H -0.18 -22.04 11.64
H 0.64 -20.49 11.48
H -1.53 -21.02 14.18
H -0.21 -21.18 15.36
H -1.08 -23.48 13.53
H -1.67 -23.11 15.15
H 0.84 -24.71 13.41
H 1.95 -24.70 14.83
H 1.77 -23.26 13.79
C -2.76 -18.06 12.48
O -3.61 -18.05 11.31
H -2.95 -17.14 13.02
H -2.93 -18.92 13.14
H -1.71 -18.04 12.19
H -3.69 -18.95 10.98
C -5.08 -15.09 12.01
O -5.08 -15.72 10.72
H -5.13 -15.77 12.86
H -4.17 -14.46 12.10
H -5.93 -14.40 12.02
H -4.73 -16.61 10.83
O -3.92 -21.42 15.23
C -3.51 -20.95 16.28
O -2.97 -21.81 17.21
C -2.73 -21.02 18.45
C -2.69 -19.57 18.06
C -3.54 -19.53 16.78
H -1.79 -21.40 18.88
H -3.52 -21.21 19.18
H -1.67 -19.26 17.80
H -3.00 -18.87 18.83
H -3.16 -18.83 16.04
H -4.60 -19.31 16.95
O -1.03 -17.79 15.06
C 0.10 -17.38 15.40
O 0.36 -17.21 16.71
C 1.70 -16.69 16.85
C 2.42 -17.01 15.52
C 1.24 -17.00 14.56
H 2.11 -17.22 17.71
H 1.72 -15.63 17.08
H 2.80 -18.04 15.56
H 3.25 -16.38 15.21
H 1.37 -17.64 13.70
H 0.96 -16.00 14.18
O -3.37 -20.35 9.91
C -4.05 -20.90 9.02
O -5.20 -21.37 9.34
C -5.79 -21.87 8.09
C -4.67 -22.02 7.06
C -3.69 -20.98 7.62
H -6.63 -21.24 7.82
H -6.22 -22.84 8.37
H -4.96 -21.85 6.03
H -4.23 -23.01 7.13
H -3.81 -19.98 7.22
H -2.64 -21.25 7.55
O 2.00 -14.67 12.42
C 1.30 -14.96 11.45
O 0.17 -15.71 11.63
C -0.40 -16.00 10.34
C 0.15 -14.99 9.33
C 1.48 -14.58 10.02
H -1.48 -15.94 10.42
H -0.14 -17.03 10.07
H -0.50 -14.12 9.32
H 0.21 -15.41 8.33
H 1.80 -13.55 9.95
H 2.34 -15.19 9.71
*
```

Record 6
Formula: C3H5O4PS
Source: the Open Molecules 2025 dataset
Level of theory: wB97M-V/def2-TZVPD

## Properties
LUMO level: 0.2195 Eh
HOMO energy: 1.2 eV
Energy above the lowest of the compared OMol25 structures with the same formula, charge and spin: 1.960 eV

The geometry in ORCA input format:
```
! wB97M-V def2-TZVPD RIJCOSX def2/J DEFGRID3
* xyz -2 1
C -0.22 0.59 0.00
C -0.74 1.38 2.14
C 0.42 -0.60 -0.58
O -1.41 3.53 0.34
O -3.29 2.52 1.68
O -0.23 2.00 3.14
O 0.28 0.82 1.30
P -1.93 2.41 1.11
S -1.99 0.51 -0.08
H 0.17 1.42 -0.64
H -1.36 0.51 2.23
H 0.19 -0.84 -1.58
H 0.28 -1.36 0.11
H 1.47 -0.59 -0.67
*
```

Record 7
Formula: C52H73BrCsN5O2P2S2Si3
Source: the Open Molecules 2025 dataset
Level of theory: wB97M-V/def2-TZVPD

## Properties
LUMO level: 0.1327 Eh
HOMO energy: -1.5 eV
Energy above the lowest of the compared OMol25 structures with the same formula, charge and spin: 0.476 eV

The geometry in ORCA input format:
```
! wB97M-V def2-TZVPD RIJCOSX def2/J DEFGRID3
* xyz -2 1
Cs 0.76 -0.33 -1.57
C -3.32 -5.16 0.85
Si -3.20 -3.40 0.15
C -4.59 -2.44 1.00
C -3.71 -3.55 -1.66
N -1.72 -2.63 0.23
P -0.60 -2.55 1.38
C 0.50 -1.37 1.03
P 2.07 -1.11 1.50
N 2.87 -0.36 0.33
Si 4.31 0.52 0.39
C 5.23 0.30 -1.24
C 5.53 0.07 1.77
C 4.00 2.36 0.58
C 2.13 0.03 2.99
C 1.23 1.11 2.92
C 1.17 2.07 3.92
C 2.01 1.99 5.03
C 2.91 0.94 5.11
C 2.98 -0.02 4.10
C 3.05 -2.58 2.05
C 3.89 -3.19 1.11
C 4.61 -4.34 1.42
C 4.50 -4.90 2.69
C 3.65 -4.32 3.62
C 2.92 -3.19 3.29
C -1.55 -2.21 2.95
C -2.16 -3.14 3.79
C -2.97 -2.74 4.85
C -3.20 -1.39 5.09
C -2.61 -0.44 4.25
C -1.80 -0.85 3.20
C 0.06 -4.26 1.64
C 0.21 -5.06 0.50
C 0.75 -6.33 0.57
C 1.17 -6.84 1.80
C 1.05 -6.06 2.93
C 0.52 -4.77 2.85
H -4.31 -5.59 0.64
H -3.17 -5.16 1.93
H -2.56 -5.80 0.41
H -5.56 -2.93 0.87
H -4.64 -1.42 0.60
H -4.39 -2.36 2.08
H -4.74 -3.93 -1.77
H -3.03 -4.24 -2.18
H -3.64 -2.57 -2.15
H 5.14 -0.74 -1.59
H 6.30 0.53 -1.14
H 4.81 0.96 -2.01
H 5.53 -1.02 1.95
H 5.25 0.56 2.70
H 6.55 0.37 1.51
H 3.49 2.75 -0.31
H 4.93 2.93 0.71
H 3.36 2.55 1.45
H 0.57 1.16 2.07
H 0.46 2.89 3.84
H 1.97 2.73 5.81
H 3.58 0.87 5.96
H 3.72 -0.80 4.17
H 3.98 -2.73 0.13
H 5.25 -4.80 0.68
H 5.06 -5.79 2.94
H 3.54 -4.78 4.60
H 2.23 -2.77 4.01
H -2.02 -4.20 3.61
H -3.43 -3.48 5.49
H -3.83 -1.08 5.91
H -2.78 0.62 4.43
H -1.32 -0.13 2.55
H -0.13 -4.65 -0.45
H 0.85 -6.94 -0.33
H 1.59 -7.84 1.86
H 1.40 -6.43 3.89
H 0.46 -4.16 3.74
C -5.11 1.82 0.98
C -4.81 2.52 -0.36
C -5.89 3.58 -0.62
C -4.91 1.43 -1.44
Si -3.06 3.31 -0.33
Br -1.65 1.59 -0.50
C -2.63 4.12 1.36
C -2.42 3.07 2.47
C -3.75 5.08 1.81
C -1.32 4.90 1.26
C -2.69 4.42 -1.84
C -3.29 5.83 -1.65
C -3.27 3.81 -3.12
C -1.17 4.56 -2.08
H -6.06 1.28 0.89
H -5.21 2.53 1.80
H -4.34 1.09 1.24
H -6.88 3.10 -0.57
H -5.79 4.03 -1.61
H -5.87 4.38 0.12
H -5.92 0.98 -1.39
H -4.19 0.62 -1.28
H -4.77 1.81 -2.45
H -3.32 2.50 2.70
H -2.11 3.59 3.39
H -1.63 2.35 2.21
H -4.68 4.56 2.01
H -3.95 5.87 1.07
H -3.44 5.57 2.74
H -0.49 4.27 0.91
H -1.05 5.27 2.25
H -1.39 5.77 0.59
H -4.37 5.80 -1.47
H -3.12 6.41 -2.56
H -2.83 6.37 -0.82
H -4.36 3.78 -3.11
H -2.90 2.79 -3.29
H -2.96 4.42 -3.97
H -0.64 5.03 -1.25
H -1.02 5.19 -2.97
H -0.70 3.60 -2.28
N 7.22 -0.04 -6.39
C 5.96 0.38 -5.95
C 5.26 -0.35 -5.00
C 4.03 0.09 -4.54
C 3.49 1.28 -5.02
C 4.18 2.01 -5.97
C 5.41 1.57 -6.43
S 1.94 1.88 -4.40
O 1.37 2.67 -5.48
O 2.25 2.58 -3.17
N 1.08 0.61 -4.02
C 0.67 -0.28 -4.98
S 1.15 -0.22 -6.70
C 0.26 -1.67 -6.99
C -0.33 -2.07 -5.84
N -0.12 -1.30 -4.72
H 7.40 -1.03 -6.28
H 7.48 0.28 -7.31
H 5.68 -1.28 -4.62
H 3.49 -0.49 -3.79
H 3.74 2.92 -6.35
H 5.95 2.15 -7.18
H 0.21 -2.12 -7.97
H -0.97 -2.94 -5.75
*
```

Record 8
Formula: C29H35BN5NdS5Si
Source: the Open Molecules 2025 dataset
Level of theory: wB97M-V/def2-TZVPD

## Properties
LUMO level (spin up / spin down): -0.0125 / -0.0082 Eh
Expectation value of S²: 3.75
HOMO energy (spin up / spin down): -7.1 / -7.1 eV
Energy above the lowest of the compared OMol25 structures with the same formula, charge and spin: 0.766 eV

The geometry in ORCA input format:
```
! wB97M-V def2-TZVPD RIJCOSX def2/J DEFGRID3
* xyz 0 4
Nd 1.08 -0.51 -0.78
B 3.86 -1.09 -0.30
N 3.81 -1.06 -1.85
C 4.76 -1.46 -2.72
C 4.44 -0.97 -3.97
C 3.25 -0.27 -3.78
N 2.87 -0.33 -2.51
N 3.92 0.41 0.11
C 4.97 1.14 0.52
C 4.60 2.47 0.52
C 3.28 2.46 0.08
N 2.87 1.22 -0.16
H 4.83 -1.68 0.07
H 2.82 -1.57 0.18
H 5.59 -2.06 -2.38
H 4.99 -1.10 -4.89
H 2.65 0.25 -4.50
H 5.91 0.67 0.77
H 5.21 3.32 0.80
H 2.61 3.29 -0.07
C -1.30 -1.19 -0.33
Si -2.10 -0.13 0.92
C -0.79 -0.07 2.31
N 0.49 0.50 1.82
C 0.38 2.00 1.74
C 1.27 2.73 2.74
C 1.08 2.14 4.14
C 1.48 0.65 4.14
C 1.61 0.11 2.72
C -3.72 -0.69 1.68
C -3.72 -1.69 2.67
C -4.91 -2.20 3.17
C -6.13 -1.73 2.69
C -6.15 -0.75 1.71
C -4.96 -0.24 1.21
C -2.37 1.58 0.16
C -3.10 2.58 0.81
C -3.31 3.82 0.22
C -2.80 4.08 -1.05
C -2.08 3.10 -1.72
C -1.88 1.87 -1.11
H -1.93 -1.27 -1.22
H -1.20 -2.20 0.08
H -0.61 -1.12 2.59
H -1.14 0.44 3.22
H -0.65 2.27 1.95
H 0.59 2.34 0.72
H 0.99 3.79 2.73
H 2.32 2.67 2.45
H 0.03 2.24 4.42
H 1.66 2.70 4.87
H 0.76 0.06 4.70
H 2.45 0.51 4.63
H 1.65 -0.98 2.74
H 2.54 0.46 2.27
H -2.78 -2.07 3.04
H -4.88 -2.97 3.93
H -7.05 -2.13 3.08
H -7.09 -0.38 1.33
H -4.99 0.52 0.43
H -3.51 2.38 1.80
H -3.88 4.58 0.75
H -2.98 5.04 -1.51
H -1.70 3.30 -2.71
H -1.35 1.10 -1.67
C 1.73 -3.30 -5.53
S 0.56 -1.96 -5.18
C -0.58 -2.80 -4.15
C -0.33 -3.27 -2.89
S 1.15 -3.18 -1.97
S -1.65 -4.17 -2.20
C -2.80 -3.95 -3.47
S -4.38 -4.49 -3.39
S -2.15 -3.11 -4.83
H 2.50 -2.89 -6.18
H 1.22 -4.12 -6.03
H 2.18 -3.64 -4.59
*
```

Record 9
Formula: C22H31NO4
Source: the Open Molecules 2025 dataset
Level of theory: wB97M-V/def2-TZVPD

## Properties
LUMO level: 0.0258 Eh
HOMO energy: -8.1 eV
Energy above the lowest of the compared OMol25 structures with the same formula, charge and spin: 2.464 eV

The geometry in ORCA input format:
```
! wB97M-V def2-TZVPD RIJCOSX def2/J DEFGRID3
* xyz 0 1
C -3.78 0.58 -1.95
H -3.02 1.31 -1.66
O -3.29 -0.74 -1.91
C -2.68 -1.23 -0.80
C -2.01 -2.43 -0.99
C -1.33 -3.07 0.03
C -1.29 -2.50 1.29
C -1.98 -1.31 1.50
C -2.69 -0.67 0.50
O -3.43 0.47 0.71
C -3.50 0.98 2.01
H -3.94 0.26 2.71
H -2.53 1.30 2.39
H -4.16 1.85 1.94
H -1.95 -0.89 2.50
C -0.52 -3.12 2.43
H -0.17 -4.12 2.15
H -1.18 -3.22 3.30
O 0.56 -2.32 2.88
C 1.81 -2.58 2.28
C 1.95 -2.05 0.85
O 3.17 -2.54 0.33
H 3.37 -1.99 -0.44
C 1.95 -0.51 0.81
N 2.08 -0.06 -0.56
C 0.84 -0.02 -1.32
C 0.09 1.29 -1.31
C 0.04 2.08 -2.45
C -0.63 3.29 -2.46
C -1.26 3.73 -1.31
C -1.22 2.96 -0.16
C -0.56 1.75 -0.17
H -0.54 1.14 0.73
H -1.71 3.30 0.74
H -1.79 4.68 -1.31
H -0.66 3.88 -3.36
H 0.53 1.74 -3.36
H 1.09 -0.27 -2.36
H 0.19 -0.81 -0.94
C 3.01 1.02 -0.83
C 4.45 0.48 -0.82
H 5.15 1.28 -1.07
H 4.56 -0.31 -1.56
H 4.71 0.08 0.15
C 2.90 2.24 0.10
H 3.22 1.99 1.11
H 1.88 2.61 0.13
H 3.54 3.04 -0.27
H 2.79 1.36 -1.85
H 2.81 -0.17 1.39
H 1.05 -0.15 1.32
H 1.12 -2.42 0.24
H 2.55 -2.10 2.92
H 2.01 -3.66 2.26
H -0.83 -4.01 -0.17
H -2.04 -2.85 -1.99
H -4.05 0.75 -3.00
H -4.67 0.70 -1.32
*
```